ORCA calculation (wB97M-V/def2-TZVPD) on a cluster of 10 separate species, C36H72O16S2 in total.

```
! RIJCOSX wB97M-V def2-TZVPD def2/J DEFGRID3
* xyz 0 1
C -20.57 8.89 -4.68
C -21.86 9.71 -4.77
C -21.36 11.12 -4.28
O -20.22 11.18 -5.06
C -19.52 9.95 -4.91
H -20.61 8.03 -5.35
H -20.45 8.31 -3.76
H -22.60 9.23 -4.13
H -22.08 9.69 -5.84
H -21.25 11.25 -3.20
H -21.97 11.98 -4.56
H -18.88 10.03 -4.04
H -18.82 9.85 -5.74
C -11.08 0.88 -8.48
C -10.13 0.11 -9.38
C -8.72 0.40 -8.84
O -8.89 1.75 -8.31
C -10.24 1.92 -7.81
H -11.57 0.26 -7.73
H -11.90 1.25 -9.09
H -10.15 0.68 -10.31
H -10.32 -0.96 -9.41
H -7.89 0.42 -9.55
H -8.50 -0.34 -8.07
H -10.56 2.96 -7.92
H -10.20 1.75 -6.73
C -16.48 6.68 -8.26
C -15.54 6.49 -9.47
C -14.43 5.72 -8.90
O -14.94 5.04 -7.72
C -16.34 5.41 -7.45
H -17.46 6.71 -8.73
H -16.35 7.63 -7.74
H -15.14 7.41 -9.89
H -15.97 5.95 -10.31
H -13.66 6.46 -8.68
H -13.97 5.09 -9.66
H -16.38 5.55 -6.37
H -17.07 4.70 -7.85
C -9.96 7.95 -5.78
C -10.86 7.14 -4.89
C -11.52 8.16 -4.06
O -11.11 9.43 -4.50
C -9.83 9.22 -4.99
H -10.47 8.13 -6.73
H -9.07 7.43 -6.14
H -10.35 6.49 -4.17
H -11.61 6.58 -5.46
H -11.27 8.09 -3.00
H -12.61 8.19 -4.16
H -9.09 9.21 -4.19
H -9.66 10.12 -5.58
C -17.31 -0.97 -6.15
C -17.53 0.16 -7.15
C -19.01 0.18 -7.45
O -19.54 -0.89 -6.58
C -18.51 -1.79 -6.34
H -17.29 -0.64 -5.11
H -16.40 -1.55 -6.31
H -16.94 0.17 -8.06
H -17.20 1.10 -6.70
H -19.28 0.01 -8.49
H -19.40 1.17 -7.20
H -18.50 -2.60 -7.07
H -18.68 -2.22 -5.35
C -15.20 7.01 -0.68
C -15.01 8.00 0.38
C -15.00 9.37 -0.31
O -16.01 9.14 -1.37
C -16.08 7.75 -1.71
H -15.69 6.07 -0.41
H -14.24 6.83 -1.16
H -14.19 7.78 1.07
H -15.83 7.94 1.10
H -14.06 9.69 -0.76
H -15.35 10.15 0.37
H -15.82 7.43 -2.72
H -17.13 7.53 -1.50
C -23.22 5.41 -9.76
C -22.61 4.41 -10.71
C -21.21 4.25 -10.12
O -21.31 4.48 -8.73
C -22.69 4.93 -8.45
H -24.30 5.44 -9.87
H -22.81 6.37 -10.07
H -22.74 4.66 -11.76
H -23.03 3.40 -10.64
H -20.55 4.97 -10.61
H -20.94 3.21 -10.32
H -22.67 5.71 -7.70
H -23.29 4.15 -7.97
C -14.68 10.19 -15.02
C -13.59 10.56 -14.11
C -14.20 11.68 -13.20
O -15.26 12.20 -14.05
C -15.21 11.64 -15.35
H -15.47 9.69 -14.46
H -14.50 9.64 -15.94
H -12.86 10.93 -14.83
H -13.17 9.70 -13.57
H -13.44 12.39 -12.90
H -14.72 11.25 -12.34
H -14.53 12.25 -15.95
H -16.22 11.64 -15.77
C -21.74 2.92 -3.03
C -20.40 3.28 -3.64
O -20.00 4.39 -2.84
S -20.26 4.08 -1.27
O -20.79 5.28 -0.56
O -19.15 3.29 -0.65
O -21.45 2.98 -1.64
H -22.11 1.93 -3.29
H -22.53 3.61 -3.31
H -20.47 3.63 -4.67
H -19.72 2.43 -3.55
C -15.51 13.30 -4.15
C -16.68 14.03 -4.88
O -16.62 13.72 -6.27
S -15.16 13.03 -6.71
O -14.52 13.91 -7.71
O -15.43 11.60 -7.03
O -14.53 13.19 -5.16
H -15.71 12.26 -3.88
H -15.06 13.80 -3.29
H -16.84 15.09 -4.66
H -17.64 13.65 -4.55
*
```

The value obtained for the LUMO energy is 0.2 eV. As for the HOMO-LUMO gap: 9.6 eV. Its SMILES is O=S1(=O)OCCO1.O=S1(=O)OCCO1.C1CCOC1.C1CCOC1.C1CCOC1.C1CCOC1.C1CCOC1.C1CCOC1.C1CCOC1.C1CCOC1. For the energy above the lowest of the compared OMol25 structures with the same formula, charge and spin, the calculation gives 92.7 kcal per mole.

ORCA calculation (wB97M-V/def2-TZVPD) on a cluster of 9 separate species, C36H72O21 in total.

```
! RIJCOSX wB97M-V def2-TZVPD def2/J DEFGRID3
* xyz 0 1
O -1.10 1.91 -4.86
C -1.32 1.52 -3.76
O -1.37 2.42 -2.77
C -0.89 3.76 -3.11
C -1.83 4.49 -3.98
C -1.80 0.20 -3.28
H 0.02 3.69 -3.70
H -0.80 4.25 -2.16
H -1.33 5.36 -4.38
H -2.67 4.96 -3.53
H -2.08 3.83 -4.80
H -2.63 -0.12 -3.98
H -2.13 0.21 -2.23
H -0.96 -0.47 -3.34
O 0.19 -2.48 -3.39
C -0.15 -3.51 -3.93
O -0.87 -4.52 -3.42
C -1.29 -4.39 -2.03
C -1.59 -5.81 -1.61
C 0.38 -3.81 -5.31
H -2.18 -3.73 -1.97
H -0.52 -3.91 -1.51
H -2.09 -6.31 -2.38
H -2.19 -5.78 -0.71
H -0.69 -6.32 -1.33
H 0.15 -2.89 -5.85
H -0.17 -4.64 -5.75
H 1.44 -4.02 -5.22
O 4.77 -4.05 -0.31
C 4.28 -3.35 -1.15
O 4.66 -2.09 -1.47
C 5.65 -1.48 -0.58
C 5.30 -0.03 -0.60
C 3.01 -3.65 -1.91
H 6.67 -1.66 -0.95
H 5.56 -1.97 0.38
H 4.29 0.11 -0.25
H 5.43 0.37 -1.60
H 5.86 0.61 -0.01
H 3.19 -4.73 -2.21
H 2.73 -2.99 -2.74
H 2.26 -3.69 -1.14
O 3.30 2.39 -3.11
C 2.28 1.88 -2.60
O 1.54 0.88 -3.09
C 1.75 0.32 -4.40
C 3.08 -0.45 -4.37
C 1.67 2.30 -1.30
H 1.79 1.15 -5.10
H 0.89 -0.31 -4.58
H 3.87 0.25 -4.10
H 3.34 -0.87 -5.32
H 3.06 -1.23 -3.63
H 2.22 2.01 -0.39
H 0.65 1.96 -1.14
H 1.66 3.36 -1.29
O -2.36 5.61 -0.69
C -3.35 6.29 -0.55
O -3.91 6.67 0.63
C -3.29 6.13 1.80
C -4.32 6.41 2.87
C -4.23 6.81 -1.72
H -2.24 6.55 1.81
H -3.22 5.04 1.57
H -4.14 5.65 3.70
H -5.33 6.24 2.40
H -4.33 7.46 3.20
H -4.13 7.89 -1.60
H -5.24 6.54 -1.46
H -3.87 6.35 -2.62
O -0.68 0.17 1.96
C -0.86 0.78 0.94
O -0.62 0.24 -0.27
C -0.08 -1.08 -0.23
C 1.36 -1.18 0.13
C -1.20 2.24 0.81
H -0.24 -1.53 -1.22
H -0.65 -1.64 0.48
H 1.49 -0.88 1.21
H 1.98 -0.53 -0.52
H 1.70 -2.20 0.00
H -1.45 2.47 -0.21
H -0.31 2.81 1.19
H -2.01 2.60 1.47
C 2.80 0.88 7.97
C 1.97 0.55 6.76
O 3.00 0.42 5.67
C 2.72 -0.43 4.66
O 1.73 -1.02 4.49
O 3.81 -0.36 3.84
C 3.81 -1.35 2.81
H 3.28 -0.06 8.20
H 2.15 1.08 8.90
H 3.44 1.68 7.81
H 1.16 1.25 6.37
H 1.44 -0.31 7.00
H 4.57 -2.08 2.99
H 4.00 -0.89 1.86
H 2.78 -1.81 2.81
C -1.11 -2.97 3.50
C -0.37 -4.28 3.52
O -0.27 -4.73 2.09
C 0.94 -5.01 1.63
O 1.10 -5.14 0.41
O 1.90 -5.17 2.55
C 3.16 -5.59 2.03
H -2.01 -2.92 2.87
H -0.37 -2.22 3.20
H -1.42 -2.59 4.52
H -0.83 -5.11 4.09
H 0.58 -4.24 3.99
H 3.26 -5.30 1.04
H 3.05 -6.67 2.15
H 3.92 -5.03 2.56
C -3.43 0.53 3.60
C -3.80 0.16 2.23
O -4.09 1.49 1.57
C -4.42 1.37 0.27
O -4.62 0.33 -0.31
O -4.44 2.62 -0.19
C -5.01 2.74 -1.52
H -2.58 1.23 3.67
H -3.19 -0.41 4.19
H -4.34 0.95 4.03
H -4.68 -0.54 2.22
H -3.04 -0.31 1.63
H -5.11 1.76 -1.91
H -4.24 3.25 -2.10
H -5.92 3.36 -1.49
*
```

The value obtained for the LUMO energy is 0.6 eV. As for the HOMO-LUMO gap: 10.5 eV. Its SMILES is CCOC(=O)OC.CCOC(=O)OC.CCOC(=O)OC.CCOC(C)=O.CCOC(C)=O.CCOC(C)=O.CCOC(C)=O.CCOC(C)=O.CCOC(C)=O. For the energy above the lowest of the compared OMol25 structures with the same formula, charge and spin, the calculation gives 0.0 kcal per mole.

ORCA calculation (wB97M-V/def2-TZVPD) on a cluster of 12 separate species, C36H72O36 in total.

```
! RIJCOSX wB97M-V def2-TZVPD def2/J DEFGRID3
* xyz 0 1
C 3.69 -3.71 -2.41
O 2.94 -4.74 -3.00
C 1.62 -4.66 -3.00
O 0.93 -3.73 -2.67
O 1.11 -5.88 -3.21
C -0.31 -5.94 -3.16
H 3.14 -2.91 -1.92
H 4.31 -3.26 -3.19
H 4.41 -4.13 -1.71
H -0.66 -5.26 -2.40
H -0.49 -6.98 -2.88
H -0.84 -5.82 -4.10
C 6.57 -8.71 4.08
O 5.87 -7.51 3.87
C 6.61 -6.44 3.56
O 7.72 -6.49 3.18
O 5.86 -5.36 3.61
C 6.42 -4.16 3.14
H 5.83 -9.48 4.28
H 7.33 -8.68 4.86
H 7.10 -9.03 3.18
H 5.98 -3.36 3.73
H 6.27 -3.95 2.08
H 7.50 -4.11 3.32
C -1.69 -1.80 -2.86
O -3.06 -1.88 -3.20
C -3.48 -2.88 -3.99
O -2.73 -3.63 -4.55
O -4.76 -2.62 -4.28
C -5.37 -3.50 -5.21
H -1.10 -1.90 -3.76
H -1.38 -2.50 -2.07
H -1.55 -0.84 -2.37
H -4.73 -3.67 -6.08
H -6.27 -3.05 -5.62
H -5.59 -4.48 -4.77
C 6.44 7.08 -0.35
O 5.17 6.80 0.27
C 4.14 6.66 -0.54
O 4.14 6.85 -1.72
O 3.09 6.25 0.15
C 1.91 5.99 -0.58
H 6.59 6.52 -1.27
H 7.22 6.89 0.37
H 6.45 8.13 -0.67
H 1.27 6.86 -0.63
H 1.37 5.25 0.03
H 1.99 5.48 -1.54
C 1.02 -2.19 0.17
O 1.20 -0.92 -0.41
C 0.14 -0.10 -0.46
O -0.87 -0.21 0.16
O 0.45 0.95 -1.20
C -0.43 2.03 -1.09
H 0.51 -2.92 -0.45
H 0.67 -2.13 1.19
H 2.01 -2.65 0.31
H 0.14 2.96 -1.08
H -1.05 2.01 -0.20
H -1.02 2.16 -1.99
C -4.11 3.36 1.69
O -4.75 2.29 1.03
C -4.42 2.18 -0.24
O -3.60 2.83 -0.83
O -5.24 1.29 -0.76
C -4.95 0.76 -2.03
H -4.59 4.30 1.39
H -3.08 3.42 1.36
H -4.24 3.32 2.77
H -3.89 0.55 -2.16
H -5.24 1.44 -2.84
H -5.50 -0.15 -2.25
C 0.00 -3.56 4.83
O 0.33 -2.52 3.93
C -0.31 -1.37 4.01
O -1.12 -1.05 4.80
O 0.10 -0.61 3.01
C -0.46 0.70 2.94
H 0.02 -4.54 4.34
H -1.02 -3.50 5.20
H 0.75 -3.62 5.62
H 0.03 1.23 2.15
H -0.40 1.17 3.92
H -1.51 0.56 2.67
C 0.11 3.60 -4.41
O 0.87 4.74 -3.93
C 0.31 5.94 -4.10
O -0.77 6.16 -4.59
O 1.14 6.86 -3.61
C 0.73 8.23 -3.58
H -0.76 3.46 -3.78
H 0.80 2.76 -4.39
H -0.18 3.75 -5.45
H 0.79 8.56 -4.63
H 1.45 8.82 -3.05
H -0.31 8.31 -3.25
C -1.96 5.49 -0.45
O -3.01 6.38 -0.11
C -3.37 7.27 -1.00
O -3.13 7.16 -2.17
O -4.00 8.25 -0.38
C -4.52 9.27 -1.21
H -1.76 4.84 0.39
H -1.01 6.01 -0.64
H -2.21 4.97 -1.37
H -3.85 10.11 -1.18
H -5.50 9.56 -0.82
H -4.85 8.85 -2.16
C 0.38 -6.09 0.20
O 1.22 -6.14 1.32
C 1.52 -7.34 1.80
O 1.00 -8.35 1.44
O 2.45 -7.19 2.73
C 3.06 -8.34 3.31
H 0.94 -6.26 -0.72
H 0.01 -5.07 0.11
H -0.49 -6.75 0.23
H 3.85 -8.75 2.70
H 2.28 -9.07 3.56
H 3.45 -7.98 4.25
C -4.44 -4.89 -1.30
O -4.01 -3.59 -0.83
C -3.56 -3.47 0.40
O -3.23 -4.38 1.09
O -3.53 -2.21 0.72
C -2.98 -1.87 1.98
H -5.28 -5.24 -0.70
H -3.58 -5.54 -1.17
H -4.74 -4.76 -2.33
H -3.57 -1.00 2.29
H -2.00 -1.42 1.82
H -3.11 -2.62 2.75
C 2.37 3.90 2.70
O 1.12 4.07 3.37
C 0.06 3.90 2.63
O 0.04 3.56 1.51
O -1.02 4.30 3.24
C -1.01 4.56 4.66
H 2.38 3.06 2.01
H 3.16 3.77 3.43
H 2.66 4.79 2.13
H -0.63 3.69 5.20
H -2.01 4.80 5.00
H -0.34 5.40 4.86
*
```

The value obtained for the LUMO energy is 0.4 eV. As for the HOMO-LUMO gap: 10.9 eV. Its SMILES is COC(=O)OC.COC(=O)OC.COC(=O)OC.COC(=O)OC.COC(=O)OC.COC(=O)OC.COC(=O)OC.COC(=O)OC.COC(=O)OC.COC(=O)OC.COC(=O)OC.COC(=O)OC. For the energy above the lowest of the compared OMol25 structures with the same formula, charge and spin, the calculation gives 32.2 kcal per mole.

| no. | E (hartree) |
| --- | --- |
| 1 | -3414.74119 |
| 2 | -2994.97811 |
| 3 | -4123.56568 |